DFT (wB97M-V/def2-TZVPD) results for C45H25ClN8O2TeZr as an isolated structure.

**Energy above the lowest of the compared OMol25 structures with the same formula, charge and spin**: 0.00 kJ/mol
**Max |F|**: 0.490 eV/Å
**Orbital gap**: 5.0 eV

```
! wB97M-V def2-TZVPD RIJCOSX def2/J DEFGRID3
* xyz 0 1
Te 2.858 0.867 0.616
Zr -0.092 -0.258 0.405
Cl 0.845 -4.627 -6.659
O 1.161 -1.797 -0.607
O 0.382 -0.101 -1.730
N -0.151 -3.330 2.039
N 1.496 0.913 3.350
N -1.929 0.757 -0.212
N 0.010 1.582 1.508
N -1.426 -1.930 0.524
N 0.516 -1.024 2.343
N -2.980 -1.180 -1.204
N -1.481 3.051 0.353
C 2.149 -2.177 6.511
C 3.034 4.791 -2.299
C -0.894 -3.124 0.903
C 2.418 3.879 3.071
C 1.395 5.915 2.232
C -0.412 2.784 1.085
C 2.421 2.498 -1.922
C 1.000 -2.525 4.038
C -1.276 -4.117 -0.026
C 1.111 -4.257 -4.002
C 0.394 -2.377 2.702
C 2.904 2.578 -0.616
C -1.466 -6.181 -1.202
C -2.601 -4.217 -2.088
C 2.494 3.601 -2.760
C -3.938 1.080 -1.321
C 0.620 -2.290 -5.335
C 2.363 5.263 3.000
C 3.461 3.773 -0.164
C -2.216 2.062 -0.161
C -0.969 -5.490 -0.133
C 3.517 4.875 -1.001
C 1.431 -1.270 4.446
C -2.948 0.072 -0.938
C 0.880 -2.109 -2.955
C 1.248 1.707 2.242
C -5.430 3.373 -1.678
C 1.127 -3.632 4.861
C -2.175 -2.115 -0.636
C -3.493 2.306 -0.836
C 1.123 -3.476 -2.861
C -2.284 -5.542 -2.176
C -4.224 3.471 -1.002
C 0.437 5.196 1.535
C -5.149 0.979 -1.991
C 2.014 -1.070 5.685
C -5.882 2.142 -2.164
C 1.143 -0.331 3.348
C 0.622 -1.518 -4.187
C 1.480 3.164 2.346
C 0.863 -3.652 -5.225
C -2.083 -3.478 -1.001
C 0.832 -1.303 -1.722
C 0.493 3.814 1.618
C 1.712 -3.438 6.104
H -6.830 2.100 -2.685
H 3.947 5.800 -0.639
H -3.857 4.411 -0.615
H 3.083 5.653 -2.952
H 3.166 3.371 3.665
H 0.781 -4.603 4.535
H -0.350 -5.970 0.613
H 1.293 -3.922 -1.890
H -3.220 -3.732 -2.831
H 1.970 1.580 -2.275
H 0.413 -0.458 -4.237
H -0.338 5.682 0.957
H -5.500 0.026 -2.361
H 3.082 5.855 3.552
H 1.831 -4.279 6.776
H 3.862 3.841 0.837
H 0.425 -1.854 -6.303
H 1.281 -5.322 -3.949
H -2.659 -6.129 -3.006
H 2.118 3.531 -3.772
H 2.347 -0.086 5.988
H -1.244 -7.234 -1.318
H 1.386 6.996 2.198
H -6.037 4.255 -1.830
H 2.598 -2.064 7.489
*
```

DFT (wB97M-V/def2-TZVPD) results for C45H30BBaClF17O5PS as an isolated structure in a non-equilibrium geometry.

**Energy above the lowest of the compared OMol25 structures with the same formula, charge and spin**: 259.44 kJ/mol
**Max |F|**: 1.381 eV/Å
**Orbital gap**: 5.1 eV

```
! wB97M-V def2-TZVPD RIJCOSX def2/J DEFGRID3
* xyz -2 1
Ba -2.220 -0.070 1.207
Cl 2.564 -0.920 1.331
S -1.746 -2.678 3.733
P 3.124 0.711 -1.316
F 0.646 -0.497 5.189
F -6.196 1.058 -0.511
F -6.087 2.291 -2.285
F -4.850 -4.379 7.436
F -5.789 -0.324 -3.079
F -1.244 -0.048 6.140
F -4.378 -1.458 2.887
F -2.467 -4.190 6.270
F -3.769 -1.097 -3.009
F -4.942 2.806 -0.530
F -5.051 -1.262 -1.282
F -2.222 1.145 -3.142
F -3.293 2.949 -2.664
F 0.097 1.555 5.586
F -7.036 -3.124 6.381
F -4.112 1.559 -4.098
F -6.745 -1.660 4.089
O -0.430 -1.908 -1.101
O -1.770 -3.727 -0.916
O -2.275 0.742 3.765
O -3.306 0.689 -0.738
O -0.276 0.446 2.818
C -1.005 3.966 3.214
C 4.061 1.414 -2.735
C -5.357 1.773 -1.274
C 4.712 2.631 -2.532
C -3.440 1.638 -2.928
C -1.655 4.210 2.006
C 4.875 1.409 -5.009
C 5.454 3.220 -3.544
C 5.535 2.610 -4.788
C 5.107 -1.755 1.304
C -4.438 -2.188 4.021
C 1.052 3.596 1.987
C -3.489 -3.540 5.688
C -4.148 0.899 -1.744
C -0.977 4.175 0.796
C 1.935 -4.247 -2.835
C -1.690 4.496 -0.488
C 0.380 3.854 0.801
C 1.347 -2.857 -2.593
C 2.093 -0.538 -2.150
C 0.226 -2.269 -3.492
C 0.225 -0.822 -3.688
C -0.043 -5.522 -3.677
C 4.436 -0.321 -0.542
C 5.731 -0.439 -1.048
C 1.026 -0.007 -2.991
C -0.070 -2.797 -2.104
C -0.912 -4.001 -1.910
C -3.275 -2.802 4.511
C 1.218 -5.099 -3.838
C 0.350 3.673 3.187
C -4.718 -3.651 6.307
C -5.676 -2.282 4.621
C 6.698 -1.189 -0.398
C -0.940 -5.165 -2.594
C 2.277 -1.862 -2.042
C -1.056 0.506 3.790
C 6.385 -1.849 0.781
C -5.830 -3.020 5.780
C -4.701 -0.463 -2.285
C 4.146 0.813 -3.988
C 4.147 -0.997 0.646
C 2.505 3.208 1.993
C -0.393 0.339 5.188
C -1.778 3.980 4.505
B -1.533 -2.406 -0.344
H 3.104 3.937 2.546
H -1.110 4.028 5.364
H 3.636 -0.127 -4.163
H 2.899 3.136 0.978
H -1.740 -5.850 -2.340
H 0.940 1.068 -3.108
H -1.748 5.579 -0.637
H 7.694 -1.262 -0.819
H 0.861 3.444 4.116
H -0.444 -6.204 -4.423
H -2.459 4.833 4.542
H 6.104 3.073 -5.585
H 2.979 -4.131 -3.138
H 4.834 -2.264 2.219
H 0.916 3.785 -0.141
H 5.958 4.162 -3.366
H -2.371 3.068 4.597
H -2.706 4.105 -0.484
H 3.140 -2.258 -1.516
H -0.143 -2.888 -4.300
H 5.986 0.065 -1.971
H -2.720 4.427 2.015
H -1.173 4.068 -1.346
H 7.133 -2.439 1.296
H -0.485 -0.412 -4.397
H 1.760 -5.398 -4.728
H 1.932 -4.760 -1.863
H 4.633 3.118 -1.566
H 4.927 0.932 -5.980
H 2.638 2.237 2.472
*
```

DFT (wB97M-V/def2-TZVPD) results for a 4-piece molecular cluster, C45H30ClNO10S overall.

**Max |F|**: 0.808 eV/Å
**Orbital gap**: 8.4 eV

```
! wB97M-V def2-TZVPD RIJCOSX def2/J DEFGRID3
* xyz 0 1
Cl 1.736 -0.527 5.126
S 0.319 -1.937 7.092
O -1.521 -1.294 2.257
O 1.717 -1.881 6.124
O 1.020 4.459 -1.667
O -2.798 3.480 0.157
O -0.376 -3.204 6.372
O 0.495 -4.034 -1.006
O 2.345 -4.047 3.930
O 0.805 -2.482 8.330
O 1.970 9.735 -1.470
O 0.503 -8.290 -4.270
N 1.076 -2.974 2.361
C -1.295 0.207 0.444
C -1.842 -0.232 1.758
C 0.364 -5.944 -4.069
C -0.434 -0.642 -0.231
C 4.924 5.799 -2.305
C 1.246 -3.766 3.502
C -2.537 2.385 0.606
C 0.099 -4.471 -5.949
C 0.119 6.629 -1.435
C -3.986 2.776 2.584
C 0.371 8.002 -1.362
C -3.113 1.933 1.908
C -1.633 1.444 -0.113
C -2.794 0.685 2.448
C 0.568 -7.493 -2.048
C -2.218 7.043 -1.072
C -0.251 0.954 -2.018
C -3.361 0.286 3.652
C 2.600 6.199 -1.856
C 0.202 -3.564 -3.728
C -4.237 1.127 4.316
C -1.112 1.810 -1.347
C 0.484 -5.002 -1.738
C -4.546 2.374 3.784
C 0.642 -8.773 -1.514
C 1.748 8.545 -1.542
C 4.131 8.053 -2.033
C -0.035 -4.223 4.166
C 5.166 7.168 -2.279
C 0.584 -6.385 -1.197
C 0.351 -4.843 -3.215
C 0.744 -8.945 -0.144
C -0.700 -3.099 4.969
C 0.699 -6.562 0.176
C 1.226 5.654 -1.654
C -1.180 6.156 -1.293
C 0.070 -3.375 -5.092
C 0.482 -7.331 -3.530
C 3.645 5.315 -2.094
C -1.964 8.408 -0.985
C -0.674 8.887 -1.131
C 2.845 7.573 -1.818
C 0.779 -7.840 0.701
C 0.091 -0.269 -1.455
C 0.246 -5.751 -5.440
H -3.109 -0.684 4.056
H 0.768 -0.939 -1.967
H 0.803 -9.942 0.270
H -0.054 -2.376 -5.491
H -1.376 2.766 -1.772
H 0.004 -4.325 -7.016
H -2.777 9.099 -0.805
H 0.187 -2.732 -3.041
H 0.734 -5.690 0.815
H 0.098 -2.870 2.118
H 0.153 1.245 -2.978
H 1.493 -2.058 2.475
H -3.227 6.669 -0.963
H -4.217 3.742 2.157
H -0.462 9.945 -1.069
H 3.441 4.254 -2.113
H 6.166 7.544 -2.449
H 5.737 5.109 -2.492
H -1.784 -3.169 4.887
H -4.680 0.813 5.252
H 0.624 -9.623 -2.181
H 4.304 9.119 -2.005
H 0.181 -5.066 4.820
H -1.373 5.094 -1.348
H -0.184 -1.599 0.205
H -0.412 -2.123 4.579
H 0.264 -6.611 -6.095
H 0.873 -7.978 1.769
H -0.755 -4.547 3.411
H -5.226 3.032 4.307
*
```

DFT (wB97M-V/def2-TZVPD) results for C45H32N12O3SSn as an isolated structure in a non-equilibrium geometry.

**Energy above the lowest of the compared OMol25 structures with the same formula, charge and spin**: 54.83 kJ/mol
**Max |F|**: 1.054 eV/Å
**Orbital gap (alpha / beta)**: 4.8 / 5.0 eV

```
! wB97M-V def2-TZVPD RIJCOSX def2/J DEFGRID3
* xyz -2 1
Sn 0.479 0.006 0.250
S 0.916 -1.075 3.683
O -1.886 -2.558 -1.301
O 1.944 -1.757 -0.544
O -3.541 -2.508 -2.784
N -0.679 -2.984 2.671
N -2.430 2.691 0.708
N -3.009 -0.934 0.389
N -1.255 1.684 -1.126
N 3.592 0.692 -1.492
N -1.341 -2.100 4.676
N -0.118 2.439 1.293
N -0.750 0.794 -3.298
N 1.922 2.662 2.500
N 2.402 1.430 0.474
N 1.270 0.817 -2.002
N 0.156 -2.899 1.581
C 3.647 -3.213 -1.158
C -4.997 -2.226 0.646
C -0.086 3.107 4.891
C 4.972 3.274 2.316
C -2.825 1.993 -2.770
C -3.031 -2.101 -1.765
C -0.441 -2.144 3.610
C 3.493 1.292 -0.322
C -0.295 2.921 3.537
C 2.491 -2.912 -0.374
C -3.595 1.971 -3.924
C 3.912 -5.394 -0.184
C -1.422 2.651 1.566
C 1.920 -1.953 -5.636
C 6.798 2.797 0.796
C -3.689 -1.005 -0.902
C 1.024 -3.819 1.506
C 3.557 -1.219 -4.006
C 2.803 -5.150 0.594
C -2.486 3.266 5.170
C 3.216 -1.973 -5.119
C 0.600 2.608 2.418
C -4.617 3.074 -1.532
C 4.331 -4.398 -1.065
C 4.132 2.554 1.481
C -2.292 2.336 -0.573
C -1.197 3.270 5.705
C -4.884 2.475 -3.864
C 1.266 -0.430 -3.936
C 5.962 2.078 -0.042
C -3.888 -1.508 1.421
C 2.711 2.218 1.538
C -1.505 1.464 -2.431
C -5.148 -1.359 -0.605
C 4.626 1.959 0.310
C 0.487 0.417 -3.032
C -3.335 2.544 -1.577
C 6.309 3.384 1.966
C 2.075 -3.955 0.531
C 2.568 -0.452 -3.413
C 0.929 -1.181 -5.049
C -5.392 3.016 -2.680
C 2.522 0.361 -2.198
C -1.588 2.934 2.995
C -2.695 3.109 3.808
H 3.959 -2.606 -5.588
H -5.006 3.499 -0.616
H -1.699 -2.130 -0.430
H 2.463 -5.914 1.287
H -0.942 -1.684 5.503
H 0.918 3.084 5.293
H -3.336 3.358 5.837
H -3.692 3.106 3.387
H 3.973 -2.441 -1.843
H -5.612 -1.878 -1.442
H 1.685 -2.558 -6.503
H -3.298 -2.177 2.047
H -3.192 1.551 -4.835
H 6.330 1.601 -0.941
H 5.213 -4.563 -1.677
H -5.720 -0.457 -0.377
H 6.992 3.927 2.608
H -0.087 -1.177 -5.420
H 7.848 2.906 0.549
H 4.589 3.720 3.225
H -3.600 -0.082 -1.476
H -4.319 -0.729 2.061
H -1.067 3.386 6.775
H -1.812 -2.978 4.842
H 1.024 -4.584 2.294
H -2.728 0.007 0.632
H -4.665 -3.227 0.360
H 4.560 -1.232 -3.599
H -5.914 -2.306 1.230
H 4.453 -6.330 -0.105
H -5.518 2.446 -4.743
H -6.414 3.379 -2.660
*
```

DFT (wB97M-V/def2-TZVPD) results for C45H33ClN4O5P2S2Tl as an isolated structure.

**Energy above the lowest of the compared OMol25 structures with the same formula, charge and spin**: 0.00 kJ/mol
**Max |F|**: 0.716 eV/Å
**Orbital gap**: 7.4 eV

```
! wB97M-V def2-TZVPD RIJCOSX def2/J DEFGRID3
* xyz -1 1
Tl 1.611 0.651 -0.180
Cl -0.183 6.149 2.117
S 2.275 -0.470 2.534
S 1.128 -2.863 -2.046
P 0.743 -1.517 1.837
P -0.262 -1.932 -1.003
O 4.440 5.674 1.923
O 4.798 3.218 1.205
O 2.702 7.010 2.212
O 1.021 2.437 -1.507
O 3.587 1.540 0.427
N 1.316 2.771 1.189
N 2.945 0.399 -2.103
N 0.332 3.631 1.473
N 3.950 0.658 -4.019
C 0.803 -5.650 2.083
C 2.527 -3.586 1.446
C 3.144 5.916 1.953
C -1.078 0.264 -2.560
C 1.917 2.028 -3.703
C 1.089 2.708 -2.774
C -3.397 -4.726 0.886
C -1.513 2.584 0.311
C 0.998 3.327 -5.542
C 0.233 4.050 -4.625
C -2.827 2.138 0.301
C 0.845 4.841 1.768
C -3.143 2.984 2.530
C 2.972 -4.894 1.400
C -2.632 -0.419 3.872
C -2.473 -1.669 -2.706
C -1.519 -4.410 -0.580
C -1.580 -2.135 5.173
C -1.365 -1.031 -2.157
C 0.154 -0.866 0.308
C -1.874 0.917 -3.489
C -1.028 3.204 1.449
C -0.588 -2.246 4.212
C -1.484 -3.065 -0.252
C 0.276 3.749 -3.286
C 2.453 3.425 1.294
C -2.433 -2.543 0.624
C -3.276 -1.022 -3.630
C 4.686 -0.266 -3.312
C 1.213 -3.290 1.799
C 0.355 -4.338 2.111
C 1.828 2.336 -5.063
C -2.980 0.275 -4.025
C 4.048 -0.414 -2.127
C -2.610 -1.222 5.003
C 2.225 4.772 1.677
C -2.476 -5.239 -0.013
C -3.644 2.346 1.402
C -1.822 3.400 2.568
C -3.378 -3.371 1.204
C 2.112 -5.931 1.725
C -1.640 -0.532 2.911
C 2.893 1.034 -3.258
C 3.716 2.676 0.953
C -0.612 -1.456 3.068
H -3.199 1.626 -0.577
H -2.487 -6.292 -0.259
H -0.227 0.794 -2.155
H -0.677 -4.143 2.377
H 3.204 -2.774 1.214
H 3.992 -5.102 1.111
H -4.670 2.004 1.387
H -1.675 0.079 2.012
H -3.428 0.298 3.731
H 4.164 1.019 -4.933
H -3.605 0.781 -4.750
H -3.390 -1.133 5.749
H 2.459 -6.955 1.700
H -2.407 -1.490 0.867
H -0.326 4.294 -2.569
H -4.093 -2.964 1.906
H -0.766 -4.798 -1.257
H -1.411 3.862 3.453
H -1.617 1.921 -3.792
H 0.119 -6.450 2.331
H -2.717 -2.682 -2.414
H -3.774 3.140 3.394
H 4.301 -1.041 -1.292
H -0.864 2.467 -0.546
H 5.574 -0.709 -3.709
H -4.133 -1.536 -4.042
H -0.414 4.848 -4.970
H 0.947 3.537 -6.600
H 4.649 4.712 1.660
H -1.543 -2.764 6.052
H 0.220 -2.949 4.370
H 2.411 1.764 -5.775
H -4.133 -5.377 1.338
*
```

Short version: calculated total energy = -84190.068; -137609.627; -92474.364; -87879.524; -120868.266 eV, in the order given.